Record 1
Entry from OMol25: 6 unconnected molecules or ions with the total composition C38H43BF48O7Si (ωB97M-V with the def2-TZVPD basis set).

Structure (ORCA input):
```
! wB97M-V def2-TZVPD RIJCOSX def2/J DEFGRID3
* xyz 0 1
C 4.265 -3.481 0.990
H -3.142 2.060 -8.626
F 0.599 -5.852 7.371
C 5.957 -2.734 -0.562
C 1.228 -5.147 8.344
H 4.275 -3.766 2.050
C -1.404 -0.461 0.538
H -0.972 2.831 4.534
F -1.362 -8.692 -4.495
F -1.946 -3.148 4.863
C 3.004 -2.626 0.783
C 2.358 -2.748 -0.592
C -1.459 -5.803 -0.562
F 0.869 -5.580 -0.374
F -0.662 5.059 -9.443
F -3.784 1.620 1.363
F -1.876 4.240 -5.466
F 2.973 6.760 -1.075
F -2.162 -5.323 -3.665
F -2.697 2.656 -4.234
C 5.384 3.350 1.260
F 4.511 2.649 2.030
F -1.829 5.153 -7.620
F -0.032 -4.834 -2.209
F -5.939 4.264 0.712
C 0.417 4.283 -7.482
C -1.290 -3.778 5.891
H -1.732 2.567 -0.656
F -5.955 2.001 2.583
H 1.315 -7.269 -1.921
C -2.177 -6.469 -4.390
C 0.630 -3.742 8.509
H 2.019 -3.771 -0.781
C -0.638 -2.681 6.749
C 5.890 4.601 1.996
O 6.729 5.421 1.185
H -0.807 -0.985 -0.352
C 1.349 3.553 -2.394
H -8.106 4.384 0.275
F 4.792 -0.678 -0.968
F 3.291 -1.331 1.084
H -3.836 -0.461 -0.822
H 4.215 -4.436 0.453
O 0.647 -2.985 7.301
F 3.190 -2.382 -1.591
F 3.406 5.611 0.711
F -4.778 1.814 -0.850
C -2.295 -4.660 6.623
H -1.480 -6.529 0.256
H -1.729 -6.255 -5.365
F 5.539 5.781 -1.209
H -1.603 2.958 2.756
H 3.472 7.598 0.653
C -2.632 2.257 -6.572
H 2.208 1.636 -0.705
C 0.223 -7.169 -1.969
H 0.526 0.838 -1.003
C -2.518 -1.544 1.059
F -2.051 -8.027 -2.552
H -3.799 3.734 -5.485
H 1.544 4.705 -2.512
F 0.871 5.499 -7.079
F 2.086 -3.027 1.721
F -0.314 -4.519 5.301
F 1.372 -3.033 9.404
H 1.193 3.811 -8.092
C 0.552 3.180 -0.973
C 5.225 6.769 -0.329
F -3.484 -6.788 -4.580
F 1.273 -1.934 -0.684
C -7.151 3.697 0.079
O -1.462 3.153 -8.620
F -6.921 3.795 -1.411
H 2.289 -5.093 8.086
F 6.321 -1.255 -2.404
H 0.737 -1.029 2.176
C 5.997 -1.290 -1.085
H 0.745 3.166 -3.348
H -0.154 -8.033 -1.407
O -0.077 -7.271 -3.365
C -7.455 2.126 0.420
C -1.428 -7.605 -3.677
C -4.878 1.115 0.452
F -8.683 2.100 1.299
H -2.619 -2.380 0.229
C -2.709 2.843 -7.991
H 6.731 -0.694 -0.535
F -2.790 -5.613 5.788
H -1.271 2.928 -2.462
H -1.878 0.509 0.065
F -3.630 1.321 -6.468
F 5.199 -3.554 -1.327
C 6.198 6.710 0.860
O 5.520 -2.823 0.793
H 5.807 7.226 1.745
C 3.747 6.733 0.042
C -1.611 2.279 3.712
F -1.682 -4.574 -0.024
H -5.480 -1.109 -0.170
H 2.085 1.363 1.669
F -7.819 1.302 -0.776
O -3.846 -0.985 1.352
C -1.050 3.233 -1.336
H 0.605 2.596 1.654
C -0.897 4.414 -8.268
C 0.995 1.557 1.224
F -1.744 -5.320 7.664
C -6.285 1.347 1.261
C -0.121 -5.833 -1.291
F 6.651 4.227 3.060
H -1.401 4.363 -1.232
F -1.469 1.565 -6.440
H 7.078 7.297 0.568
H -2.716 2.231 4.147
H 0.758 3.965 -0.125
H -0.494 0.392 5.391
C -2.811 3.266 -5.445
H -3.141 -4.073 6.992
F 4.889 5.358 2.504
F 7.212 -3.261 -0.583
F 4.723 3.668 0.120
F 0.261 3.539 -6.359
H -0.448 -1.834 6.077
F 5.469 7.945 -0.992
F -0.631 -3.758 9.004
C 1.055 1.696 -0.408
F -2.503 -6.051 -1.382
H -1.324 -2.280 7.505
F -6.881 0.014 1.652
O -1.013 -0.136 4.692
H -2.176 -2.121 2.044
Si -0.138 0.120 1.867
C -4.524 -0.478 0.150
B -0.970 0.779 3.498
F 1.103 -5.871 9.487
H -3.421 3.675 -8.062
H 2.409 3.025 -2.436
H 6.215 2.690 0.993
*
```

Calculated values
HOMO level   -9.102 eV



Record 2
Entry from OMol25: a molecular structure, C38H43CaCl5F3NO5 (ωB97M-V with the def2-TZVPD basis set).

Structure (ORCA input):
```
! wB97M-V def2-TZVPD RIJCOSX def2/J DEFGRID3
* xyz -2 1
H 7.051 2.959 -3.254
H 7.331 -0.051 -2.748
C 2.340 2.128 0.895
C -0.471 4.012 -0.875
C -1.747 1.020 2.200
O 0.473 1.315 -0.282
H 5.553 3.224 -2.350
C 2.974 3.140 1.585
C -0.102 -3.745 2.107
C -1.774 3.344 -0.417
C 6.841 0.302 -3.657
N 2.965 0.828 0.847
O 0.004 -2.494 2.095
H 3.544 5.864 4.547
H 5.101 6.440 2.646
C 4.611 5.678 2.030
H 6.462 -0.571 -4.190
H 0.246 -2.967 -3.413
H 5.159 4.743 2.150
H 3.522 -3.937 -1.892
C 0.688 3.682 0.067
Cl -5.464 3.608 2.813
H 1.405 6.824 2.584
C 3.139 5.515 2.433
H 3.875 2.887 2.136
C 3.008 -1.244 -2.242
C 4.662 0.570 -2.444
C 5.056 1.770 -4.610
C 1.355 4.672 0.778
H 4.250 2.472 -4.390
Ca 0.237 -0.390 1.260
H 2.650 -1.965 -4.953
C -2.949 0.764 1.573
O 2.080 0.132 2.809
H 0.077 2.434 -2.260
O -0.956 -4.492 1.655
H 4.688 5.976 0.982
F 1.488 -3.796 3.948
C 6.315 2.483 -2.600
H 3.563 4.153 4.083
H 0.780 4.014 -2.653
H -0.938 3.706 -2.976
C 2.799 -2.787 -4.249
C 2.454 6.874 2.285
C 3.066 5.109 3.913
C 2.461 -3.678 -1.962
C 0.781 -2.112 -2.987
H -2.057 3.692 0.580
C 1.118 2.326 0.199
H -2.584 3.594 -1.110
H 2.498 7.235 1.254
H 0.978 5.682 0.710
F 2.200 -4.435 2.005
C -4.055 2.626 2.579
C 3.353 0.325 -0.438
H 4.769 1.868 -0.717
C -2.865 2.939 3.233
F 0.888 -5.712 3.158
C 3.857 -1.193 1.923
H 0.353 -1.880 -2.015
H 4.055 -1.437 2.964
H 7.590 0.791 -4.290
C 1.117 -4.428 2.818
H 3.862 -3.042 -4.233
C 2.472 4.436 1.582
H 5.795 2.273 -5.243
C 5.704 1.275 -3.309
H 2.025 4.997 4.224
H 4.628 0.942 -5.179
H 6.821 2.193 -1.677
Cl -2.991 -0.597 0.450
C -4.103 1.523 1.731
H 3.351 -2.041 1.459
C -1.749 2.130 3.026
H 0.150 6.063 -1.318
H -1.654 2.265 -0.385
C 4.318 0.993 -1.170
Cl -0.252 2.569 3.827
C -0.114 3.506 -2.282
H 4.245 -0.898 -3.932
C 2.908 -0.026 1.901
C 2.277 -2.439 -2.853
O 1.727 -1.373 -0.218
H 2.252 -3.655 -4.626
H 0.638 -1.251 -3.644
H 2.077 -3.493 -0.962
H -1.540 5.693 -1.685
H 1.928 -4.533 -2.391
Cl -5.574 1.138 0.896
H 2.954 7.609 2.922
H -1.041 5.936 -0.010
Cl -2.800 4.335 4.263
H 4.777 -0.988 1.379
C -0.732 5.518 -0.971
C 3.988 -0.555 -2.937
C 2.638 -0.798 -0.932
*
```

Calculated values
HOMO level   -2.307 eV
Energy above the lowest of the compared OMol25 structures with the same formula, charge and spin   0.00 kcal per mole



Record 3
Entry from OMol25: a molecular structure, C38H43N7O5Rb (ωB97M-V with the def2-TZVPD basis set).

Structure (ORCA input):
```
! wB97M-V def2-TZVPD RIJCOSX def2/J DEFGRID3
* xyz -1 1
C 6.717 9.555 11.546
H 12.452 11.175 16.081
H 17.216 12.503 10.264
C 12.860 13.080 13.265
C 9.996 11.615 7.757
H 13.769 12.374 16.128
H 13.272 13.966 13.826
C 8.644 12.519 13.042
H 17.539 10.926 8.693
C 6.793 4.055 11.324
C 9.217 13.068 9.425
H 5.519 6.994 11.216
H 6.186 10.523 16.549
C 7.631 9.247 15.666
C 6.348 4.675 12.496
H 6.968 5.486 14.399
O 8.607 14.605 11.094
C 4.358 7.489 9.459
C 13.430 8.778 9.479
C 5.787 9.882 9.436
C 8.294 11.316 13.905
H 14.863 9.834 16.522
H 9.972 12.248 5.699
H 8.621 15.002 8.793
H 6.073 3.589 10.670
C 12.854 6.901 7.589
N 8.942 10.193 13.918
C 14.115 7.428 7.586
H 16.054 9.674 15.230
H 6.948 8.916 12.387
C 8.614 5.165 13.078
O 16.500 12.532 9.639
C 10.496 4.841 11.499
N 8.867 12.311 11.708
H 15.231 11.264 15.429
N 12.948 11.868 14.193
H 13.356 8.195 13.287
C 9.833 12.562 6.767
H 9.251 14.545 6.385
N 15.601 10.437 9.017
O 8.520 13.608 13.628
C 8.129 4.132 10.941
O 13.010 10.300 12.543
H 5.330 4.632 12.687
H 10.705 4.614 10.444
C 9.070 4.660 11.849
H 3.916 6.511 9.490
H 13.491 12.778 12.406
C 5.218 7.809 10.527
H 12.610 6.149 6.835
H 13.604 9.375 10.339
H 10.822 5.846 11.752
H 6.754 12.472 14.891
H 3.483 8.318 7.641
O 16.432 9.054 7.395
C 14.017 8.329 14.160
H 9.357 8.323 14.766
H 10.335 10.595 7.609
H 11.182 4.151 12.052
H 12.137 12.916 15.804
C 13.282 10.624 13.723
C 7.289 5.159 13.419
H 11.861 13.319 12.834
H 14.821 10.699 9.556
C 15.576 9.332 8.217
C 15.084 10.178 15.486
C 4.916 9.589 8.384
C 9.365 13.810 7.143
N 9.707 11.883 9.048
C 7.264 11.508 14.875
H 13.726 7.676 14.981
C 5.895 9.079 10.586
H 7.420 8.428 16.342
Rb 10.473 9.846 11.353
C 8.697 9.186 14.799
C 12.842 12.105 15.622
H 7.157 10.500 11.470
C 6.925 10.443 15.762
H 14.906 7.161 6.913
H 15.018 8.094 13.835
N 14.015 9.771 14.503
C 4.181 8.428 8.428
C 16.576 11.454 8.763
C 9.066 14.056 8.448
H 8.412 3.732 9.980
H 6.371 10.765 9.309
C 11.961 7.297 8.600
H 9.403 5.592 13.725
H 11.003 6.817 8.651
H 16.223 11.811 7.789
H 4.901 10.224 7.526
C 8.868 13.395 10.844
N 12.187 8.261 9.474
C 14.427 8.417 8.557
*
```

Calculated values
HOMO level   -1.191 eV
Energy above the lowest of the compared OMol25 structures with the same formula, charge and spin   35.89 kcal per mole



Record 4
Entry from OMol25: a molecular structure, C38H43N8O9RuS2 (ωB97M-V with the def2-TZVPD basis set).

Structure (ORCA input):
```
! wB97M-V def2-TZVPD RIJCOSX def2/J DEFGRID3
* xyz -2 6
C 19.953 9.260 9.423
H 23.590 8.903 14.379
C 18.015 9.669 14.507
H 21.755 9.033 17.979
H 19.074 9.531 12.825
H 18.798 9.265 15.253
H 17.163 16.929 4.194
H 13.927 17.188 9.222
H 17.388 15.113 5.293
O 18.261 8.504 6.872
C 20.584 10.890 10.933
H 12.427 13.231 14.593
C 22.165 10.551 13.709
C 14.123 12.533 6.214
N 15.555 11.589 10.094
O 15.982 9.445 6.820
N 20.067 11.806 11.773
H 13.473 12.107 16.353
C 13.538 14.323 11.038
O 19.960 13.599 13.573
N 15.037 11.970 12.374
C 14.909 13.371 6.921
C 21.098 10.513 16.391
C 13.639 15.063 9.928
C 16.944 10.333 15.143
H 15.106 14.400 6.552
H 13.645 18.148 11.401
C 13.585 16.366 12.379
C 16.855 14.465 14.236
H 13.332 16.932 13.322
O 13.176 14.102 13.296
C 15.432 13.130 8.171
H 18.069 14.670 15.985
C 14.156 11.080 8.333
C 14.827 12.145 11.043
C 13.760 11.389 6.889
H 22.999 10.406 12.663
C 14.243 11.073 15.946
H 12.080 9.513 7.697
H 19.069 15.549 7.842
H 23.069 10.269 9.325
N 22.323 8.770 17.154
H 18.298 16.480 8.533
O 14.985 11.696 15.000
O 17.828 10.496 8.159
H 13.674 12.724 5.230
H 17.811 18.369 7.411
C 21.239 9.394 8.954
C 13.459 14.941 12.308
H 14.610 10.040 16.469
C 22.158 10.079 9.643
H 13.546 8.268 7.942
H 23.462 12.966 17.419
Ru 17.512 10.713 10.321
O 22.121 13.220 12.580
H 12.313 8.414 9.255
N 16.337 14.643 13.265
C 17.630 16.695 6.376
O 13.524 10.100 9.001
H 13.169 14.512 8.928
H 17.779 18.904 5.859
C 21.968 9.513 16.112
C 12.078 14.263 14.179
H 16.083 13.749 8.668
H 16.998 10.366 16.199
C 17.194 10.687 12.384
H 16.295 18.652 6.490
C 12.829 8.978 8.472
C 17.289 18.226 6.292
H 22.074 7.820 17.176
H 22.756 13.983 17.923
N 21.887 10.807 10.760
C 16.031 10.954 14.363
C 17.703 13.876 15.347
H 13.394 10.734 15.427
C 16.074 11.207 12.939
H 10.946 13.833 13.702
H 20.937 11.149 17.423
H 13.465 10.622 6.292
N 19.633 10.140 10.363
C 13.746 16.499 10.025
C 21.053 11.286 13.962
H 12.803 12.628 11.673
C 17.678 16.211 5.034
H 19.742 12.115 15.297
S 17.203 9.202 7.626
H 21.421 8.824 8.090
C 20.576 11.360 15.300
C 18.340 16.357 7.461
H 18.379 15.945 4.360
S 20.872 12.700 12.860
C 15.113 11.906 8.852
H 14.608 12.649 12.857
C 22.637 9.544 14.806
O 16.945 8.474 8.925
H 18.628 13.667 14.887
H 19.249 8.819 8.893
C 13.803 17.145 11.203
N 13.476 12.890 10.797
H 17.247 13.022 16.135
C 17.971 9.877 13.142
*
```

Calculated values
⟨S²⟩   8.77
HOMO level (spin up / spin down)   0.213 / -2.151 eV
Energy above the lowest of the compared OMol25 structures with the same formula, charge and spin   149.33 kcal per mole



What DFT total energy values result from the calculations? In sequence: -193419.936; -141044.234; -61426.555; -94676.778 eV.